DFT (ωB97M-V/def2-TZVPD) results for a molecular structure, C3H4N2O.

Computed properties:
HOMO-LUMO gap ... 9.803 eV
HOMO energy ... -10.08 eV
Lowest unoccupied orbital energy ... -0.28 eV

Structure (XYZ):
```
10
Properties=species:S:1:pos:R:3:forces:R:3:mulliken_charge:R:1
C -0.05129 1.06604 0.03228 -1.2494 3.5648 3.4274 -1.236
C 0.20360 -0.25106 -0.07202 1.9873 -10.2854 -1.5966 0.651
C 1.51616 -0.78297 -0.06656 7.6047 0.1771 0.9212 0.264
H -0.65251 1.42881 -0.73170 -1.1001 1.1052 -1.3502 0.478
H -0.44218 1.30896 1.04868 -0.3672 -0.0521 -0.7305 0.303
H 0.92778 1.42687 0.08369 1.2131 1.7606 -0.5425 0.347
H -2.10456 -0.39686 -0.50267 1.3593 -4.0201 3.5209 0.358
N -0.36499 -1.44565 -0.16570 -1.9281 3.4075 1.6326 -0.331
N 2.66415 -1.05875 0.13745 -4.7494 0.9128 -1.0069 -0.440
O -1.69615 -1.29538 0.23655 -2.7703 3.4295 -4.2754 -0.393
```
Positions in Å, forces in eV/Å.


DFT (ωB97M-V/def2-TZVPD) results for a molecular structure, C22H49N2OP3STc.

Computed properties:
HOMO-LUMO gap (spin up / spin down) ... 5.892 / 4.578 eV
Spin multiplicity ... 4
HOMO energy (spin up / spin down) ... -19.85 / -19.84 eV
Lowest unoccupied orbital energy (spin up / spin down) ... -13.95 / -15.27 eV
Total charge ... +4

Structure (XYZ):
```
79
Properties=species:S:1:pos:R:3:forces:R:3:mulliken_spin:R:1
Tc -0.53937 -0.20061 0.03174 0.6112 -0.4333 -3.8326 1.290
P -0.16942 0.60680 2.12262 1.1917 1.1485 3.7114 -0.135
P -1.74424 -1.95148 1.04210 -1.0797 -2.3605 1.1306 -0.022
P -2.14530 1.54322 -0.16138 -1.6785 2.3561 -0.2379 -0.048
H 1.95259 2.01596 -2.95388 0.3981 0.3537 -0.0944 0.004
C 1.96877 3.09774 -2.77279 0.0185 0.3158 0.6315 -0.001
C 2.31088 3.60353 -1.57298 -0.4641 0.0350 -0.7388 -0.001
H 2.75075 2.98344 -0.78665 -0.3513 0.0613 -0.0981 -0.001
C 1.09815 -0.30766 3.11877 0.0778 -0.2736 -0.5345 0.027
C -1.44287 0.77054 3.47487 -0.2957 -0.1025 -0.3946 0.004
C 0.61772 2.27164 2.14316 -0.0176 0.2030 -0.3294 0.029
C -1.38598 -3.45394 0.06069 0.3167 0.1828 -0.4843 -0.005
C -1.50171 -2.58154 2.73600 0.2966 0.5721 0.1421 -0.001
C -3.56348 -1.77322 0.90075 0.0075 0.7166 -0.2813 0.019
C -1.13829 2.92007 -0.84555 0.4853 -0.3793 0.1105 0.002
C -3.11014 2.34444 1.19032 0.4553 -0.4252 0.5548 0.006
C -3.53304 1.43390 -1.37184 -0.0741 -0.9110 -0.3391 0.017
H 1.69283 3.72305 -3.63299 -0.1034 -0.1973 0.5819 0.000
H 2.17278 4.66443 -1.31818 0.4304 -0.4595 -0.3413 0.000
H 1.95387 -0.59244 2.48894 -0.2658 0.2250 0.3935 0.001
H 0.65867 -1.20931 3.56578 0.2192 0.2912 -0.1337 0.006
H 1.43325 0.36818 3.91785 -0.1667 -0.2313 -0.1783 -0.003
H -1.25298 0.03072 4.26838 -0.0166 0.3848 -0.3115 0.000
H -2.47093 0.64041 3.10748 0.3401 0.0429 0.2507 -0.001
H -1.34767 1.77651 3.91328 -0.0542 -0.3570 -0.1286 -0.001
H 1.23594 2.40842 1.24246 -0.1632 0.0634 0.3599 -0.007
H 1.26308 2.32975 3.03284 -0.3504 0.1098 -0.2430 -0.003
H -0.14145 3.06775 2.18797 0.3368 -0.2068 -0.0039 0.003
H -1.95876 -4.30960 0.43673 0.0533 0.2315 0.1483 -0.002
H -0.31373 -3.68134 0.12961 -0.2492 -0.0540 0.0129 -0.002
H -1.63154 -3.29119 -0.99648 0.0782 -0.1430 0.4445 0.001
H -2.33335 -3.24549 3.00122 0.1033 0.1156 -0.2109 -0.001
H -1.46999 -1.75782 3.45370 -0.1146 -0.3628 -0.0455 -0.002
H -0.56788 -3.14767 2.79175 -0.1193 0.0533 0.0093 0.000
H -4.06769 -2.67961 1.26954 0.3862 0.1363 -0.0470 -0.001
H -3.85582 -1.61852 -0.14776 0.1054 -0.0187 0.2637 0.002
H -3.91901 -0.92001 1.49334 0.0483 -0.2029 -0.0907 -0.001
H -1.77861 3.78218 -1.08914 0.0681 -0.3460 0.1417 -0.001
H -0.62258 2.58108 -1.75617 -0.1248 0.2250 0.2025 0.001
H -0.37067 3.21934 -0.11842 -0.2533 0.0302 -0.3304 0.002
H -3.66320 3.21343 0.80143 0.3005 -0.3219 -0.1702 0.000
H -2.46379 2.68119 2.00850 -0.2365 0.0040 -0.1934 0.001
H -3.84085 1.62619 1.59106 0.1657 0.2459 -0.0978 -0.001
H -4.49569 1.53194 -0.84939 0.3814 -0.0502 -0.0425 -0.001
H -3.53779 0.47059 -1.89476 -0.1242 0.2568 0.0405 0.005
H -3.46888 2.23143 -2.12396 0.1855 -0.1312 0.3011 0.002
C -1.72464 -0.96397 -2.83765 0.1019 0.1771 1.0786 0.223
C -2.82815 -1.74020 -3.26251 -0.7520 -0.3802 -0.7106 0.086
C -3.49798 -1.36456 -4.40728 -0.4619 -0.8771 0.7303 0.073
C -3.06726 -0.28172 -5.18371 -0.0670 0.1766 -0.5147 0.241
C -1.90048 0.40229 -4.81587 1.4194 0.7021 0.7459 0.086
C -1.20197 0.04944 -3.67729 -0.2654 0.6498 -0.7164 0.059
O -1.27961 -1.08640 -1.60576 0.1090 0.1692 -1.2165 0.233
H 0.97267 0.56103 0.04322 -0.6656 -0.5158 1.0268 -0.048
H -3.13837 -2.59694 -2.66640 -0.1034 0.2483 -0.1309 -0.002
H -4.40862 -1.87512 -4.70186 0.1499 -0.1552 0.0198 0.005
H -3.60644 0.01394 -6.08908 0.1181 -0.1426 0.3457 -0.006
H -1.54643 1.25697 -5.38966 -0.1031 -0.2779 -0.0984 0.003
H -0.30179 0.56432 -3.34200 -0.1830 0.0271 -0.2376 0.011
C 2.47802 -2.98302 1.58798 -0.4524 -0.0711 0.1684 0.048
N 3.35706 -1.85896 1.26404 -0.5044 0.2788 -1.9233 -0.054
C 4.71470 -1.97045 1.80349 0.6829 0.1654 0.5097 -0.001
C 3.12355 -1.15680 0.11389 2.3432 -0.1782 2.1792 -0.009
S 1.78353 -1.57976 -0.87883 -0.9830 0.3928 -0.0445 0.728
N 4.00274 -0.17879 -0.24673 -1.7866 -0.3515 0.1308 0.155
C 4.57876 0.73109 0.74564 0.5115 0.2088 0.6846 -0.014
C 4.00741 0.34225 -1.61204 0.1154 -0.0092 -0.5540 0.050
H 2.45025 -3.70300 0.76773 0.1329 -0.1581 -0.0011 -0.002
H 1.45372 -2.64369 1.77198 0.1734 -0.0022 0.0381 -0.043
H 2.85407 -3.47794 2.48742 -0.1489 0.1175 -0.2220 0.005
H 5.45189 -1.86508 1.00483 -0.0630 0.0456 0.0468 0.000
H 4.90565 -1.22078 2.58096 0.0071 -0.2670 -0.1781 0.000
H 4.83284 -2.95794 2.25493 -0.0313 0.1814 -0.1612 0.000
H 5.67141 0.69841 0.71315 -0.0845 -0.1077 -0.0339 0.012
H 4.29359 1.76740 0.55104 -0.1449 -0.1467 -0.3604 0.006
H 4.25322 0.50071 1.76029 0.0018 -0.0897 -0.2541 0.003
H 3.69974 -0.46844 -2.28225 0.2529 0.3207 -0.0739 0.005
H 3.32317 1.19807 -1.72674 0.3472 -0.3393 0.1429 -0.035
H 5.03117 0.67124 -1.85551 -0.4238 -0.1842 0.0865 0.002
```
Positions in Å, forces in eV/Å.


DFT (ωB97M-V/def2-TZVPD) results for a single C2H2N2O2 molecule.

Computed properties:
HOMO-LUMO gap ... 10.496 eV
HOMO energy ... -10.35 eV
Lowest unoccupied orbital energy ... 0.14 eV
SMILES ... Oc1nnco1

Structure (XYZ):
```
8
Properties=species:S:1:pos:R:3:forces:R:3:mulliken_charge:R:1
O -1.91823 0.23705 -0.22175 -6.9670 -4.6002 2.4524 -0.425
C -0.72315 0.34957 -0.00838 4.4821 0.5011 0.8938 0.697
N -0.07670 1.41717 0.08156 3.8883 0.7434 -0.8239 -0.407
N 1.31359 0.88183 -0.06282 -0.5594 4.1013 -0.3653 -0.175
C 1.28629 -0.33560 -0.23359 -0.1844 -3.5832 3.2351 -0.066
O -0.07302 -0.79749 0.10340 2.7490 -1.3867 -1.8620 -0.352
H -1.98451 -0.69894 0.36917 -1.4349 3.0267 -2.6111 0.436
H 2.17573 -1.05359 -0.02760 -1.9737 1.1977 -0.9192 0.292
```
Positions in Å, forces in eV/Å.


DFT (ωB97M-V/def2-TZVPD) results for 2 unconnected molecules or ions with the total composition C3H8BrClSi.

Computed properties:
HOMO-LUMO gap ... 8.955 eV
HOMO energy ... -9.45 eV
Lowest unoccupied orbital energy ... -0.49 eV

Structure (XYZ):
```
14
Properties=species:S:1:pos:R:3:forces:R:3:mulliken_charge:R:1
C -1.01297 0.48039 -0.54650 0.4285 -0.6113 0.6952 -1.242
C 0.66526 0.39319 1.45799 0.1231 0.3819 0.4871 -1.610
C 0.48590 0.74134 -0.01535 -0.8225 -0.2211 -0.5863 0.819
Si 1.92477 -0.13158 -1.15616 -1.7368 -1.4847 -0.2385 0.267
Cl 0.71283 2.50913 -0.07891 0.4905 0.7444 -0.5765 -0.201
Br 3.61989 -0.40196 0.28495 -0.1584 -0.0281 -0.7285 -0.182
H -0.99948 0.37339 -1.63199 -0.0126 -0.2572 0.0484 0.383
H -1.44924 -0.43038 -0.06126 0.6611 0.4518 -0.6247 0.293
H -1.77603 1.26620 -0.34978 1.0787 -0.0441 0.2575 0.357
H 1.64939 0.64849 1.93857 -1.0449 0.2640 -0.8214 0.373
H -0.17157 0.83445 2.04247 0.5647 -0.2843 -0.3158 0.372
H 0.63573 -0.66582 1.51452 -0.3706 -1.2450 0.3637 0.456
H 1.15291 -2.22768 -1.92920 0.9908 2.7141 1.0883 -0.052
H 2.30639 0.60099 -2.44297 -0.1916 -0.3805 0.9515 -0.034
```
Positions in Å, forces in eV/Å.


The calculation returns the following max |F| values, one per record and in order: 10.6, 4.1, 8.7, 3.1 eV Å⁻¹.